Run w
The following is a quantum chemistry calculation of a molecular structure, C4H4O3, from the OMol25 dataset.

Each line ends with the Mulliken charge.
Element x y z (Å)
1 O -1.61 1.42 1.30  -0.466
2 C -0.78 1.46 0.44  -0.208
3 C -0.10 0.25 -0.08  0.404
4 C -0.31 -1.21 0.25  -0.247
5 O 0.96 -1.54 -0.37  -0.405
6 C 1.21 -0.18 -0.58  0.133
7 O 0.29 0.34 -1.48  -0.437
8 H -0.52 2.39 -0.10  0.328
9 H -0.20 -1.39 1.32  0.249
10 H -1.17 -1.73 -0.17  0.248
11 H 2.23 0.19 -0.53  0.401

Calculated values
E_HOMO ... -10.533 eV
Orbital gap ... 10.972 eV
LUMO level ... 0.44 eV
Total charge ... 0

***

Run x
The following is a quantum chemistry calculation of a single C4H4O3 molecule, from the OMol25 dataset.

Each line ends with the Mulliken charge.
Element x y z (Å)
1 O 2.05 -0.91 0.78  -0.444
2 C 1.10 -0.21 1.02  -0.146
3 C 0.06 0.06 -0.04  0.952
4 C -1.11 0.92 0.18  -0.456
5 O 0.07 1.44 -0.40  -0.426
6 C 0.05 -0.97 -1.14  -0.198
7 O -0.37 -2.08 -0.93  -0.434
8 H 0.98 0.32 1.98  0.316
9 H -1.94 0.83 -0.52  0.268
10 H -1.37 1.27 1.18  0.222
11 H 0.47 -0.67 -2.12  0.347

Calculated values
E_HOMO ... -10.186 eV
Orbital gap ... 10.608 eV
LUMO level ... 0.42 eV
SMILES string ... O=CC1(C=O)CO1
Total charge ... 0

***

Run y
The following is a quantum chemistry calculation of a single C4H4O3 molecule, from the OMol25 dataset.

Each line ends with the Mulliken charge.
Element x y z (Å)
1 O -1.97 1.02 -0.74  -0.447
2 C -0.70 1.09 0.20  -0.436
3 C 0.17 -0.05 0.04  0.796
4 C -0.20 -1.21 0.82  -0.365
5 O -0.96 -1.10 -0.35  -0.343
6 C 1.24 0.34 -0.86  -0.138
7 O 1.86 1.29 -0.39  -0.427
8 H -0.89 2.16 0.25  0.476
9 H 0.56 -1.98 0.81  0.257
10 H -0.77 -1.12 1.75  0.289
11 H 1.65 -0.44 -1.52  0.338

Calculated values
E_HOMO (spin up / spin down) ... -9.799 / -9.844 eV
Orbital gap (spin up / spin down) ... 8.747 / 8.775 eV
LUMO level (spin up / spin down) ... -1.05 / -1.07 eV
SMILES string ... O=CC1(C=O)CO1
Total charge ... 0

***

It comes down to run x, which is 65.0 kJ/mol more stable than the next structure.